1.
Entry from the Open Molecules 2025 dataset: 2 unconnected molecules or ions with the total composition C3H10N3 (the ωB97M-V functional and the def2-TZVPD basis).

## Properties
HOMO-LUMO gap, eV: 9.74
Max |F|, eV/A: 1.05
Net charge: +1

Each line ends with the Löwdin charge.
Cartesian coordinates (Å):
1 N 1.30418 1.95866 -0.01041  0.232
2 N 0.45906 -1.52096 -0.66376  0.045
3 N -2.52703 0.36434 -0.18074  0.019
4 C 0.56842 -1.50844 0.74253  -0.087
5 C 0.66311 0.84618 -0.11096  -0.015
6 C 1.27246 -0.44806 -0.10636  -0.242
7 H 2.31933 1.99107 0.05243  0.157
8 H 2.35877 -0.50489 -0.15571  0.155
9 H 0.81214 2.84592 0.01963  0.156
10 H -3.14052 0.39860 0.62648  0.034
11 H -0.44216 0.84233 -0.16961  0.113
12 H -0.32402 -1.21042 1.27702  0.110
13 H -2.57417 -0.58099 -0.54735  0.033
14 H 1.21170 -2.20435 1.27043  0.126
15 H 0.98381 -2.23417 -1.15839  0.129
16 H -2.94508 0.96516 -0.88523  0.035

2.
Entry from the Open Molecules 2025 dataset: 2 unconnected molecules or ions with the total composition C5H14O2 (the ωB97M-V functional and the def2-TZVPD basis).

## Properties
HOMO-LUMO gap, eV: 10.82
Max |F|, eV/A: 1.34
SMILES: CC(C)CCO.O

Each line ends with the Löwdin charge.
Cartesian coordinates (Å):
1 O 2.87273 0.17305 0.81039  -0.078
2 O -3.37458 -1.40322 -0.76397  -0.052
3 C -0.10418 -0.89205 1.05229  -0.055
4 C 2.47358 0.72600 -0.44722  -0.239
5 C -1.33341 0.98299 -0.04338  -0.102
6 C 0.97745 0.54657 -0.79206  -0.156
7 C 0.03919 0.50161 0.41696  -0.420
8 H -2.84811 -1.44382 0.03184  0.001
9 H -3.40060 -2.30900 -1.08906  0.042
10 H 2.80755 1.76259 -0.41391  0.113
11 H 0.35296 1.23029 1.16472  0.136
12 H 0.64839 1.33936 -1.46036  0.113
13 H -0.39599 -0.87563 2.09766  0.089
14 H -1.68936 0.49265 -0.94807  0.072
15 H 2.35545 -0.61227 0.98347  0.038
16 H 0.86704 -1.37880 0.98308  0.058
17 H 3.05870 0.22116 -1.22481  0.107
18 H 0.90601 -0.41219 -1.30665  0.117
19 H -0.75929 -1.49225 0.43792  0.063
20 H -1.36772 2.05368 -0.20742  0.077
21 H -2.08581 0.78928 0.71858  0.076

3.
Entry from the Open Molecules 2025 dataset: a molecular structure, C2H3NOS2 (the ωB97M-V functional and the def2-TZVPD basis).

## Properties
HOMO-LUMO gap, eV: 8.78
Max |F|, eV/A: 3.10

Each line ends with the Löwdin charge.
Cartesian coordinates (Å):
1 S -0.50711 2.13001 0.86183  0.542
2 S 0.39274 1.74173 -1.08624  0.610
3 O -0.32012 0.19825 -1.68380  -0.480
4 N -0.50283 0.66093 1.68991  -0.372
5 C -0.16213 -0.30640 0.90549  -0.285
6 C 0.11794 -0.63826 -0.64773  -0.381
7 H -0.38080 -1.65238 -0.73993  0.131
8 H 1.19668 -0.81431 -0.70600  0.099
9 H 0.16562 -1.31957 1.40648  0.134

4.
Entry from the Open Molecules 2025 dataset: 11 unconnected molecules or ions with the total composition C54H55N7O26S2 (the ωB97M-V functional and the def2-TZVPD basis).

## Properties
HOMO-LUMO gap, eV: 8.12
Max |F|, eV/A: 4.57
SMILES: O=[N+]([O-])c1ccccc1.O=[N+]([O-])c1ccccc1.O=[N+]([O-])c1ccccc1.O=[N+]([O-])c1ccccc1.O=[N+]([O-])c1ccccc1.O=[N+]([O-])c1ccccc1.O=[N+]([O-])c1ccccc1.O=S1(=O)OCCO1.O=S1(=O)OCCO1.O=C1CCCO1.O=C1CCCO1

Each line ends with the Löwdin charge.
Cartesian coordinates (Å):
1 S -17.39601 -37.98969 28.64862  0.721
2 S -16.90126 -38.18750 33.65755  0.753
3 O -17.75186 -30.12884 29.88732  0.087
4 O -20.20893 -34.15921 28.21046  0.085
5 O -16.09647 -36.75071 33.46817  -0.210
6 O -17.87284 -39.57580 28.29359  -0.248
7 O -29.99808 -37.22929 26.94199  0.089
8 O -18.79033 -36.93422 22.68549  0.076
9 O -18.29888 -35.55127 21.08092  0.088
10 O -17.80755 -37.55999 29.96197  -0.253
11 O -14.85125 -30.11644 26.71578  0.059
12 O -16.03392 -37.63665 28.23299  -0.235
13 O -26.24823 -44.62363 26.73732  0.095
14 O -21.47758 -35.95141 34.92609  0.088
15 O -23.67576 -39.62583 33.58184  0.081
16 O -16.46676 -38.70156 34.95278  -0.250
17 O -18.46972 -37.44090 27.55287  -0.242
18 O -20.62232 -35.64004 26.68453  0.068
19 O -24.28760 -43.63182 26.18166  0.064
20 O -15.56315 -30.15218 29.55420  0.066
21 O -15.35286 -32.17401 26.83455  0.123
22 O -16.69204 -38.96495 32.43693  -0.237
23 O -18.33986 -37.36057 33.80701  -0.205
24 O -28.17249 -38.10981 26.22004  0.060
25 O -23.40236 -35.11356 34.12504  0.026
26 O -24.67030 -40.07587 31.81771  0.066
27 O -23.69768 -39.10730 26.23843  0.044
28 O -22.13510 -38.26535 25.09099  0.083
29 N -20.64757 -35.23643 27.84064  -0.292
30 N -24.43421 -40.31333 32.98907  -0.334
31 N -28.84633 -37.57074 27.08407  -0.338
32 N -23.30218 -38.40048 25.32554  -0.351
33 N -15.61923 -31.08433 26.52432  -0.352
34 N -16.65108 -30.62652 29.87527  -0.339
35 N -18.93832 -35.90343 22.04461  -0.361
36 C -18.02971 -31.65956 26.53457  -0.046
37 C -24.41055 -41.80493 27.85184  -0.154
38 C -21.81463 -36.50842 31.18032  0.006
39 C -17.34972 -29.91253 25.22801  -0.004
40 C -26.48167 -37.71424 23.49198  -0.072
41 C -23.65133 -42.46138 26.59305  -0.151
42 C -24.81189 -35.38298 34.23122  -0.148
43 C -23.78524 -36.71088 23.47969  0.018
44 C -26.40809 -43.55679 35.08992  -0.052
45 C -22.88394 -37.69742 29.49755  -0.096
46 C -28.04536 -35.77547 30.28501  -0.041
47 C -20.90132 -32.76562 22.37130  -0.088
48 C -16.78372 -35.69857 34.08713  -0.206
49 C -24.22800 -37.68955 24.44000  -0.092
50 C -15.11695 -33.98279 30.64813  -0.059
51 C -19.04668 -38.49230 26.70011  -0.104
52 C -26.05243 -36.75157 22.54790  -0.035
53 C -20.77043 -35.18261 23.69057  -0.031
54 C -24.82206 -36.75000 34.73282  -0.214
55 C -15.31740 -32.61275 30.46662  0.006
56 C -25.38717 -43.77938 26.93715  -0.449
57 C -23.66171 -36.92281 35.59650  -0.085
58 C -25.46752 -42.81741 28.14593  -0.087
59 C -25.64200 -42.50786 33.05764  -0.033
60 C -19.98345 -34.99281 22.53417  -0.081
61 C -20.14272 -33.74534 21.79003  0.014
62 C -16.58192 -32.06388 30.24577  -0.153
63 C -24.69723 -36.24675 22.52188  -0.037
64 C -26.18148 -43.53176 33.72934  -0.085
65 C -17.71217 -32.85310 30.20786  0.008
66 C -19.34782 -31.53139 26.30420  -0.045
67 C -16.21306 -34.76339 30.68164  -0.099
68 C -18.22527 -35.97123 34.02479  -0.199
69 C -22.19070 -36.94412 28.52709  0.021
70 C -22.73034 -37.56000 30.84207  -0.045
71 C -17.47316 -34.24499 30.39112  -0.045
72 C -25.98682 -42.42620 35.77555  -0.047
73 C -26.15565 -37.09871 29.67825  -0.073
74 C -21.58603 -34.16197 24.13351  -0.112
75 C -21.30064 -35.98090 28.88795  -0.184
76 C -25.19394 -41.44553 35.10654  0.013
77 C -19.65521 -30.60424 25.27799  -0.064
78 C -22.70824 -35.97873 34.92711  -0.427
79 C -21.10054 -35.75075 30.20486  0.010
80 C -17.01170 -30.85055 26.13760  -0.166
81 C -25.09687 -41.44887 33.72173  -0.127
82 C -18.66484 -29.79331 24.72216  -0.045
83 C -28.75385 -36.30151 29.17412  0.004
84 C -19.15633 -39.76246 27.66941  -0.113
85 C -26.77830 -37.58673 28.55965  0.028
86 C -21.71095 -32.94345 23.51345  -0.064
87 C -26.73036 -36.12941 30.45079  -0.079
88 C -25.59338 -38.10072 24.43694  -0.026
89 C -28.10977 -37.13132 28.30108  -0.126
90 H -22.64090 -42.62265 26.96872  0.116
91 H -24.70162 -37.43228 33.89134  0.106
92 H -19.86207 -39.58201 28.48025  0.114
93 H -23.88732 -36.50888 36.57928  0.141
94 H -26.23569 -42.24681 36.81106  0.106
95 H -22.76912 -36.35398 23.39890  0.074
96 H -14.41839 -32.01427 30.46486  0.119
97 H -22.29538 -37.10137 27.46374  0.096
98 H -26.12884 -35.86797 31.30883  0.091
99 H -23.85300 -41.53450 28.74857  0.105
100 H -25.77163 -38.90019 25.14083  0.106
101 H -20.67335 -36.01855 24.36747  0.093
102 H -22.31291 -32.11884 23.86568  0.106
103 H -18.87791 -35.70421 34.85596  0.123
104 H -14.12608 -34.37863 30.81513  0.119
105 H -23.39124 -38.62199 29.26471  0.103
106 H -15.98228 -35.79328 30.91072  0.103
107 H -18.80554 -35.54480 33.20654  0.120
108 H -25.49129 -42.43137 31.99095  0.120
109 H -26.91881 -44.27214 35.71749  0.115
110 H -25.11763 -37.32376 29.87387  0.068
111 H -20.71007 -30.64207 25.04943  0.087
112 H -25.73441 -37.09290 35.22080  0.135
113 H -21.34739 -36.43608 32.15132  0.093
114 H -26.25687 -38.17745 27.82102  0.104
115 H -16.45715 -34.78251 33.59491  0.134
116 H -24.86102 -40.84484 27.60003  0.080
117 H -23.02774 -38.25021 31.61767  0.080
118 H -19.59048 -33.37721 20.93803  0.115
119 H -20.06329 -38.25505 26.38654  0.086
120 H -28.39057 -34.94694 30.88565  0.107
121 H -18.74474 -32.53669 30.21685  0.115
122 H -20.04126 -32.24049 26.73164  0.090
123 H -24.65259 -40.68456 35.64899  0.110
124 H -27.51179 -38.03830 23.47679  0.110
125 H -16.47216 -29.47781 24.77269  0.122
126 H -23.50866 -41.70309 25.82315  0.106
127 H -17.75151 -32.50903 27.14070  0.117
128 H -29.72848 -35.97760 28.84009  0.117
129 H -22.26557 -34.28734 24.96351  0.110
130 H -26.65256 -36.68199 21.65269  0.100
131 H -26.40612 -42.27065 28.23638  0.128
132 H -20.97656 -31.78175 21.93229  0.104
133 H -18.39463 -38.67570 25.84613  0.132
134 H -16.53399 -35.72274 35.14786  0.133
135 H -26.28962 -44.49249 33.24799  0.118
136 H -25.33486 -35.27586 33.28090  0.112
137 H -23.24152 -37.91975 35.72942  0.131
138 H -18.25793 -34.98540 30.34289  0.069
139 H -25.20365 -43.45562 28.98922  0.125
140 H -24.47880 -35.67291 21.63339  0.104
141 H -19.33109 -40.78375 27.33099  0.131
142 H -25.18583 -34.65868 34.95486  0.135
143 H -18.85562 -29.37332 23.74563  0.102
144 H -20.39921 -34.99947 30.53669  0.104

5.
Entry from the Open Molecules 2025 dataset: a single CH4IOP molecule (the ωB97M-V functional and the def2-TZVPD basis).

## Properties
HOMO-LUMO gap, eV: 9.15
Max |F|, eV/A: 3.83
SMILES: COPI

Each line ends with the Löwdin charge.
Cartesian coordinates (Å):
1 I 3.99940 -0.10807 -0.01152  0.187
2 P 1.77674 1.04045 0.10519  0.421
3 O 0.70256 -0.07669 -0.44954  -0.636
4 C -0.30270 -0.53931 0.45593  -0.187
5 H 2.08802 1.63781 -1.45733  -0.028
6 H -0.19075 -0.30745 1.46075  0.030
7 H -0.49651 -1.69594 0.37838  0.124
8 H -1.14768 0.04179 0.03381  0.089